C30H25Cl3IN4O3PdSSbSe4 as an isolated structure. Source: the Open Molecules 2025 dataset; level of theory: ωB97M-V/def2-TZVPD.

Largest force on an atom = 1.0 eV/A
Gap between HOMO and LUMO = 6.056 eV
ΔE to the lowest compared entry with this formula, charge and spin = 0.0 kcal/mol
Highest occupied orbital energy = -7.7 eV

Geometry as ORCA input:
```
! wB97M-V def2-TZVPD RIJCOSX def2/J DEFGRID3
* xyz 0 1
Pd -0.504 0.090 -0.348
C 1.493 2.437 3.099
C 1.156 1.011 3.403
N 1.532 0.484 4.532
C 1.225 -0.814 4.788
C 0.571 -1.626 3.913
C 0.362 -3.070 4.286
O -1.008 -3.469 4.300
C 0.159 -1.089 2.652
C -0.472 -1.979 1.724
N -0.654 -1.810 0.452
C -1.127 -2.924 -0.314
C -1.043 -4.240 0.157
C -1.510 -5.305 -0.592
C -2.053 -5.099 -1.851
C -2.095 -3.815 -2.364
C -1.629 -2.757 -1.604
I -1.555 -0.825 -2.469
C 0.413 0.273 2.401
O 0.025 0.948 1.384
H 2.099 2.844 3.906
H 0.587 3.033 2.977
H 2.026 2.509 2.148
H 1.567 -1.199 5.742
H 0.829 -3.250 5.258
H 0.848 -3.738 3.571
H -1.463 -2.962 4.980
H -0.799 -2.912 2.165
H -0.588 -4.451 1.114
H -1.433 -6.306 -0.190
H -2.415 -5.931 -2.440
H -2.483 -3.639 -3.358
Se 0.226 5.873 0.219
Sb -0.061 4.461 -1.828
Se -1.050 5.401 -3.751
Se 2.166 5.396 -1.097
Se -0.623 2.029 -1.800
Cl 5.863 6.140 -0.718
C 5.927 4.538 -0.061
C 5.078 4.184 0.973
C 5.137 2.889 1.461
C 6.021 1.940 0.954
C 5.960 0.548 1.538
C 5.602 -0.552 0.526
N 4.351 -0.303 -0.175
C 4.217 0.279 -1.414
C 2.877 0.288 -1.680
N 2.188 -0.286 -0.640
C 3.100 -0.625 0.240
O 7.200 0.219 2.160
C 7.053 -0.561 3.341
C 6.445 0.235 4.458
C 5.436 -0.177 5.275
Cl 4.618 -1.691 5.203
S 4.988 0.995 6.439
C 6.160 2.083 5.835
C 6.855 1.560 4.790
C 6.876 2.348 -0.065
Cl 8.057 1.267 -0.750
C 6.835 3.633 -0.581
H 4.383 4.901 1.384
H 4.474 2.601 2.268
H 5.167 0.580 2.292
H 5.528 -1.503 1.055
H 6.389 -0.657 -0.214
H 5.071 0.631 -1.967
H 2.369 0.677 -2.546
H 2.919 -1.110 1.189
H 8.062 -0.877 3.608
H 6.465 -1.465 3.154
H 6.270 3.058 6.281
H 7.630 2.088 4.253
H 7.508 3.921 -1.375
*
```

---

C30H25ClN8O3PtS2 as an isolated structure. Source: the Open Molecules 2025 dataset; level of theory: ωB97M-V/def2-TZVPD.

Largest force on an atom = 0.7 eV/A
Gap between HOMO and LUMO (spin up / spin down) = 5.549 / 4.349 eV
ΔE to the lowest compared entry with this formula, charge and spin = 1.2 kcal/mol
Highest occupied orbital energy (spin up / spin down) = -11.0 / -12.4 eV

Geometry as ORCA input:
```
! wB97M-V def2-TZVPD RIJCOSX def2/J DEFGRID3
* xyz 2 5
Pt 0.262 0.183 0.374
Cl -5.093 4.892 -0.588
C -3.807 3.803 -0.721
C -3.389 3.367 -1.985
C -2.347 2.485 -2.028
C -1.699 2.003 -0.853
O -0.731 1.176 -1.064
C -2.123 2.472 0.464
C -1.540 2.123 1.716
N -0.524 1.256 1.881
C 0.060 0.985 3.106
C -0.235 1.576 4.325
C 0.464 1.196 5.487
C 1.443 0.239 5.467
C 1.760 -0.406 4.247
C 2.739 -1.419 4.116
C 2.965 -2.008 2.902
C 2.218 -1.597 1.790
N 1.296 -0.659 1.893
C 1.061 -0.033 3.087
C -3.182 3.365 0.469
H -3.880 3.725 -2.878
H -1.961 2.111 -2.968
H -1.952 2.604 2.592
H -0.976 2.359 4.400
H 0.220 1.693 6.417
H 1.985 -0.027 6.364
H 3.311 -1.714 4.987
H 3.716 -2.774 2.775
H 2.375 -2.015 0.805
H -3.550 3.764 1.404
N 1.890 4.182 -5.584
C 2.008 3.233 -4.626
C 1.698 3.525 -3.284
C 1.841 2.565 -2.311
C 2.273 1.284 -2.652
C 2.596 0.981 -3.979
C 2.453 1.938 -4.953
S 2.574 0.109 -1.424
O 3.657 -0.738 -1.794
O 2.604 0.805 -0.123
N 1.225 -0.823 -1.109
C 0.585 -1.570 -2.051
N -0.543 -2.195 -1.664
C -1.188 -2.964 -2.538
C -0.719 -3.137 -3.820
C 0.455 -2.462 -4.136
N 1.098 -1.688 -3.275
H 1.661 5.130 -5.346
H 2.186 4.001 -6.525
H 1.378 4.524 -3.015
H 1.641 2.812 -1.276
H 2.966 -0.002 -4.228
H 2.710 1.705 -5.978
H -2.099 -3.439 -2.191
H -1.235 -3.759 -4.535
H 0.896 -2.546 -5.123
C -2.328 -4.726 0.917
N -1.931 -3.833 2.005
C -1.776 -4.197 3.319
C -1.382 -3.093 4.002
N -1.288 -2.082 3.084
C -1.623 -2.530 1.862
S -1.733 -1.625 0.406
H -2.756 -5.623 1.353
H -1.460 -4.985 0.314
H -3.076 -4.227 0.305
H -1.968 -5.199 3.661
H -1.180 -2.946 5.048
H -0.999 -1.130 3.279
*
```

---

C30H25CrN2P2S3 as an isolated structure. Source: the Open Molecules 2025 dataset; level of theory: ωB97M-V/def2-TZVPD.

Largest force on an atom = 0.4 eV/A
Gap between HOMO and LUMO (spin up / spin down) = 6.137 / 7.085 eV
Highest occupied orbital energy (spin up / spin down) = -3.4 / -4.4 eV

Geometry as ORCA input:
```
! wB97M-V def2-TZVPD RIJCOSX def2/J DEFGRID3
* xyz -1 5
Cr -0.420 -0.638 -2.520
S 2.035 -1.023 -2.821
P 1.851 -0.924 -0.797
C 0.337 -0.492 -0.221
P -0.158 1.097 -0.336
S -0.214 1.890 -2.214
C 0.712 2.269 0.771
C 1.586 3.238 0.296
C 2.317 4.015 1.185
C 2.171 3.837 2.552
C 1.296 2.871 3.034
C 0.577 2.086 2.148
C -1.863 1.178 0.320
C -2.467 0.027 0.813
C -3.774 0.070 1.281
C -4.480 1.263 1.263
C -3.878 2.418 0.775
C -2.574 2.375 0.306
C 3.217 0.095 -0.138
C 3.327 0.231 1.245
C 4.266 1.089 1.792
C 5.107 1.819 0.961
C 5.002 1.689 -0.415
C 4.055 0.833 -0.966
C 2.250 -2.587 -0.172
C 1.222 -3.409 0.272
C 1.499 -4.700 0.703
C 2.805 -5.169 0.702
C 3.835 -4.348 0.261
C 3.557 -3.064 -0.181
H 1.692 3.372 -0.774
H 3.008 4.758 0.806
H 2.740 4.446 3.244
H 1.181 2.726 4.102
H -0.091 1.315 2.517
H -1.890 -0.891 0.813
H -4.242 -0.834 1.654
H -5.501 1.297 1.626
H -4.428 3.352 0.760
H -2.104 3.269 -0.088
H 2.654 -0.326 1.888
H 4.334 1.201 2.867
H 5.836 2.498 1.389
H 5.651 2.263 -1.067
H 3.950 0.735 -2.039
H 0.211 -3.020 0.269
H 0.692 -5.339 1.038
H 3.021 -6.174 1.042
H 4.856 -4.711 0.258
H 4.359 -2.426 -0.537
C -6.359 -2.030 -1.948
C -4.987 -1.487 -2.225
C -4.765 -0.107 -2.262
C -3.469 0.312 -2.454
N -2.491 -0.567 -2.653
C -2.784 -1.891 -2.645
S -1.403 -2.876 -2.899
N -4.015 -2.370 -2.408
H -7.065 -1.694 -2.710
H -6.720 -1.672 -0.982
H -6.328 -3.117 -1.940
H -5.567 0.597 -2.096
H -3.173 1.354 -2.446
*
```

---

C30H25FIrN3O8S3 as an isolated structure. Source: the Open Molecules 2025 dataset; level of theory: ωB97M-V/def2-TZVPD.

Largest force on an atom = 3.2 eV/A
Gap between HOMO and LUMO (spin up / spin down) = 4.579 / 5.469 eV
ΔE to the lowest compared entry with this formula, charge and spin = 54.7 kcal/mol
Highest occupied orbital energy (spin up / spin down) = -1.0 / -1.8 eV

Geometry as ORCA input:
```
! wB97M-V def2-TZVPD RIJCOSX def2/J DEFGRID3
* xyz -2 5
Ir -0.709 -1.961 0.155
C -0.948 -2.925 -4.098
C -1.493 -2.910 -2.686
N -1.112 -1.945 -1.911
N -0.532 -0.874 -2.590
C -0.500 0.243 -1.941
S -1.192 0.570 -0.389
S 0.481 1.450 -2.827
C -0.266 3.038 -2.316
C -1.531 3.359 -3.077
C -1.506 4.258 -4.142
C -2.657 4.547 -4.863
C -3.857 3.937 -4.529
C -3.893 3.036 -3.473
C -2.743 2.747 -2.752
C -2.466 -3.904 -2.296
C -3.086 -4.654 -3.319
C -4.176 -5.467 -3.117
C -4.722 -5.595 -1.828
C -4.128 -4.931 -0.796
C -2.982 -4.099 -0.978
O -2.454 -3.660 0.094
H 0.009 -2.417 -4.108
H -1.608 -2.394 -4.789
H -0.815 -3.947 -4.446
H 0.492 3.803 -2.490
H -0.440 2.961 -1.242
H -0.567 4.730 -4.411
H -2.615 5.248 -5.689
H -4.757 4.157 -5.092
H -4.824 2.549 -3.210
H -2.766 2.038 -1.935
H -2.722 -4.559 -4.334
H -4.613 -5.995 -3.957
H -5.584 -6.230 -1.654
H -4.473 -5.043 0.223
C 1.965 3.094 5.273
C 2.841 1.846 5.148
C 4.333 2.162 5.155
C 4.712 2.981 3.926
C 4.196 2.326 2.669
C 4.760 2.620 1.443
C 4.261 2.017 0.299
F 4.826 2.358 -0.887
C 3.244 1.106 0.332
C 2.672 0.779 1.563
C 1.583 -0.236 1.600
O 1.399 -0.927 0.577
C 0.861 -0.304 2.855
C 1.394 0.322 3.929
N 2.511 1.107 3.930
C 3.132 1.411 2.725
C -0.483 -1.001 3.145
O -0.771 -1.128 4.336
O -1.208 -1.349 2.168
H 2.231 3.663 6.167
H 0.917 2.805 5.339
H 2.081 3.736 4.399
H 2.621 1.177 5.981
H 4.885 1.219 5.153
H 4.587 2.696 6.072
H 5.797 3.093 3.866
H 4.302 3.991 4.017
H 5.581 3.322 1.361
H 2.851 0.636 -0.561
H 0.889 0.195 4.879
O 0.105 -4.759 -0.661
S -0.154 -4.970 0.774
O 0.269 -6.260 1.301
O -1.710 -5.081 0.967
O 0.274 -3.805 1.571
*
```

---

C30H25N5O4OsS as an isolated structure. Source: the Open Molecules 2025 dataset; level of theory: ωB97M-V/def2-TZVPD.

Largest force on an atom = 2.8 eV/A
Gap between HOMO and LUMO (spin up / spin down) = 5.411 / 5.336 eV
ΔE to the lowest compared entry with this formula, charge and spin = 0.0 kcal/mol
Highest occupied orbital energy (spin up / spin down) = -13.4 / -13.4 eV

Geometry as ORCA input:
```
! wB97M-V def2-TZVPD RIJCOSX def2/J DEFGRID3
* xyz 2 1
Os 0.676 0.713 0.529
C 1.524 -0.776 3.357
C 0.432 0.228 3.545
C -0.300 0.257 4.730
C -1.323 1.164 4.891
C -1.599 2.064 3.872
C -0.844 2.011 2.723
N 0.151 1.094 2.558
C -0.941 2.962 1.612
C -1.634 4.160 1.571
C -1.409 5.014 0.501
C -0.461 4.686 -0.462
C 0.180 3.463 -0.370
N -0.121 2.610 0.620
C 1.332 3.014 -1.164
C 1.804 3.639 -2.294
C 3.004 3.201 -2.839
C 3.715 2.219 -2.184
C 3.191 1.601 -1.049
C 3.996 0.577 -0.315
N 1.975 1.951 -0.592
H 2.249 -0.701 4.167
H 2.054 -0.627 2.418
H 1.111 -1.786 3.380
H -0.054 -0.448 5.512
H -1.899 1.183 5.807
H -2.392 2.791 3.977
H -2.310 4.435 2.368
H -1.929 5.961 0.446
H -0.203 5.385 -1.243
H 1.248 4.445 -2.751
H 3.389 3.649 -3.744
H 4.691 1.914 -2.536
H 4.980 0.992 -0.097
H 4.144 -0.315 -0.924
H 3.530 0.284 0.620
O -0.648 -0.774 1.162
N -0.260 -1.995 0.964
N 0.856 -2.106 0.414
O 1.565 -1.006 0.096
C 1.446 -3.390 0.124
C 2.441 -3.449 -0.835
C 3.032 -4.677 -1.092
C 2.633 -5.804 -0.387
C 1.628 -5.716 0.568
C 1.013 -4.503 0.828
H 2.731 -2.560 -1.375
H 3.801 -4.753 -1.848
H 3.106 -6.756 -0.583
H 1.327 -6.595 1.121
H 0.220 -4.426 1.557
O -6.396 -1.721 -3.961
C -5.640 -2.151 -2.945
O -5.922 -3.136 -2.334
C -4.404 -1.356 -2.597
C -3.688 -0.605 -3.530
C -2.525 0.032 -3.160
C -2.046 -0.095 -1.835
S -0.545 0.718 -1.568
C -2.774 -0.852 -0.893
C -3.926 -1.486 -1.286
H -6.091 -0.885 -4.334
H -4.018 -0.524 -4.559
H -1.963 0.605 -3.885
H -2.428 -0.938 0.122
H -4.482 -2.104 -0.594
*
```

---

C30H25N5O4OsS as an isolated structure. Source: the Open Molecules 2025 dataset; level of theory: ωB97M-V/def2-TZVPD.

Largest force on an atom = 0.7 eV/A
Gap between HOMO and LUMO (spin up / spin down) = 7.406 / 6.536 eV
ΔE to the lowest compared entry with this formula, charge and spin = 0.0 kcal/mol
Highest occupied orbital energy (spin up / spin down) = -13.8 / -14.2 eV

Geometry as ORCA input:
```
! wB97M-V def2-TZVPD RIJCOSX def2/J DEFGRID3
* xyz 2 5
Os -1.053 0.030 -0.385
C -0.552 -2.550 1.779
C -0.450 -1.201 2.406
C -0.029 -1.080 3.731
C 0.080 0.159 4.321
C -0.285 1.287 3.592
C -0.719 1.124 2.298
N -0.760 -0.102 1.690
C -1.295 2.229 1.501
C -1.535 3.518 1.944
C -2.250 4.374 1.116
C -2.760 3.925 -0.092
C -2.484 2.627 -0.491
N -1.709 1.850 0.282
C -3.061 1.940 -1.666
C -3.712 2.608 -2.678
C -4.283 1.857 -3.704
C -4.187 0.484 -3.662
C -3.501 -0.135 -2.613
C -3.392 -1.626 -2.556
N -2.945 0.591 -1.644
H -0.628 -3.306 2.557
H 0.336 -2.759 1.181
H -1.423 -2.628 1.130
H 0.211 -1.978 4.282
H 0.423 0.255 5.342
H -0.249 2.265 4.046
H -1.206 3.845 2.918
H -2.453 5.385 1.442
H -3.384 4.569 -0.693
H -3.777 3.686 -2.685
H -4.800 2.347 -4.517
H -4.635 -0.129 -4.431
H -4.386 -2.072 -2.588
H -2.899 -1.965 -1.647
H -2.845 -2.005 -3.422
O -0.313 0.395 -2.247
N 0.105 -0.642 -2.917
N 0.057 -1.714 -2.279
O -0.372 -1.724 -1.003
C 0.471 -2.975 -2.859
C 0.277 -4.130 -2.121
C 0.662 -5.335 -2.692
C 1.220 -5.362 -3.962
C 1.401 -4.184 -4.675
C 1.027 -2.967 -4.130
H -0.159 -4.097 -1.134
H 0.519 -6.253 -2.140
H 1.516 -6.304 -4.400
H 1.839 -4.209 -5.664
H 1.173 -2.047 -4.674
O 6.658 2.151 4.390
C 5.387 1.733 4.489
O 4.883 1.505 5.549
C 4.586 1.618 3.217
C 4.788 2.445 2.113
C 3.952 2.355 1.019
C 2.883 1.432 1.017
S 1.791 1.393 -0.281
C 2.720 0.577 2.133
C 3.553 0.673 3.217
H 6.958 2.168 3.472
H 5.577 3.187 2.118
H 4.086 3.003 0.163
H 1.924 -0.155 2.106
H 3.427 0.045 4.089
*
```

---

C30H25P2S2V as an isolated structure. Source: the Open Molecules 2025 dataset; level of theory: ωB97M-V/def2-TZVPD.

Largest force on an atom = 0.7 eV/A
Gap between HOMO and LUMO (spin up / spin down) = 6.633 / 7.507 eV
ΔE to the lowest compared entry with this formula, charge and spin = 0.4 kcal/mol
Highest occupied orbital energy (spin up / spin down) = -14.9 / -14.9 eV

Geometry as ORCA input:
```
! wB97M-V def2-TZVPD RIJCOSX def2/J DEFGRID3
* xyz 2 1
V -2.614 0.339 0.115
C -4.061 -0.275 1.683
C -4.684 -0.638 0.451
C -4.942 0.534 -0.269
C -4.481 1.627 0.498
C -3.949 1.129 1.717
H -3.699 -0.964 2.433
H -4.903 -1.646 0.137
H -5.385 0.594 -1.251
H -4.536 2.666 0.218
H -3.511 1.717 2.509
S -2.186 -1.811 -0.706
P -0.417 -1.438 0.269
C -0.795 0.279 0.391
P -0.289 1.562 -0.701
S -2.206 2.062 -1.301
C 0.513 2.895 0.158
C 0.636 2.877 1.545
C 1.240 3.946 2.187
C 1.702 5.025 1.446
C 1.571 5.043 0.061
C 0.980 3.977 -0.592
C 0.673 1.062 -2.119
C 0.053 0.757 -3.328
C 0.828 0.409 -4.423
C 2.210 0.351 -4.301
C 2.827 0.638 -3.088
C 2.063 1.002 -1.994
C -0.342 -2.149 1.902
C -0.027 -3.504 2.022
C -0.010 -4.086 3.278
C -0.294 -3.322 4.404
C -0.598 -1.972 4.284
C -0.630 -1.382 3.031
C 1.016 -1.962 -0.656
C 0.900 -2.410 -1.969
C 2.030 -2.852 -2.638
C 3.265 -2.836 -2.003
C 3.380 -2.378 -0.695
C 2.257 -1.949 -0.013
H 0.271 2.032 2.115
H 1.351 3.938 3.262
H 2.169 5.861 1.950
H 1.934 5.889 -0.508
H 0.886 3.986 -1.672
H -1.024 0.810 -3.425
H 0.355 0.195 -5.371
H 2.814 0.090 -5.161
H 3.904 0.596 -3.002
H 2.547 1.254 -1.057
H 0.207 -4.100 1.147
H 0.230 -5.135 3.381
H -0.273 -3.782 5.383
H -0.805 -1.381 5.166
H -0.860 -0.329 2.929
H -0.063 -2.429 -2.463
H 1.944 -3.218 -3.652
H 4.143 -3.192 -2.525
H 4.343 -2.377 -0.202
H 2.343 -1.620 1.017
*
```

---

What did we get for DFT total energy? Answer: -13653.281240 -3197.304192 -4189.643400 -3323.120617 -2221.244311 -2221.204633 -3580.778096 Eh, in the order shown.